Record 1
{
  "formula": "C5H14N",
  "method": "ωB97M-V/def2-TZVPD",
  "symbols": ["C", "C", "C", "N", "H", "H", "H", "H", "H", "H", "H", "H", "C", "C", "H", "H", "H", "H", "H", "H"],
  "coordinates": [[-0.47991, 2.35690, 0.30461], [0.37102, 1.29926, 0.96565], [-1.05145, -0.45373, 1.88603], [-0.32279, -0.00930, 0.94773], [-0.80868, 2.03845, -0.68655], [-1.36734, 2.57838, 0.90209], [0.08427, 3.27377, 0.17393], [1.31902, 1.14184, 0.45828], [0.59757, 1.51755, 2.00382], [-1.51813, -1.42728, 1.79639], [-1.19513, 0.15727, 2.76871], [-0.20650, -0.59674, 0.11973], [1.09611, -2.12861, -1.54288], [0.25781, -0.97698, -2.10718], [0.54428, -3.06293, -1.62742], [1.34557, -1.99748, -0.47548], [2.03685, -2.21609, -2.08052], [-0.76732, -0.99123, -1.72938], [0.69740, 0.00210, -1.93617], [0.15246, -1.09468, -3.18119]],
  "e_homo_ev": -15.734,
  "charge": 1,
  "lumo_ev": -5.008,
  "spin_multiplicity": 1,
  "e_above_lowest_kj_mol": 91.9,
  "gap_ev": 10.73
}



Record 2
{
  "formula": "C4H5N3O",
  "method": "ωB97M-V/def2-TZVPD",
  "symbols": ["H", "N", "C", "N", "C", "N", "C", "C", "O", "H", "H", "H", "H"],
  "coordinates": [[1.07381, -1.66768, 1.35245], [1.91402, -1.03094, 1.06092], [1.32307, -0.24522, 0.22190], [1.87170, 0.80406, -0.57836], [0.84020, 1.25811, -1.23201], [-0.50939, 0.75102, -0.92061], [-0.20819, -0.03965, 0.13754], [-1.46151, -0.75957, 0.75380], [-2.80007, -0.33444, 0.29002], [1.05070, 2.21759, -1.69796], [-1.56037, -0.60102, 1.94886], [-1.59749, -1.90140, 0.72943], [-2.46183, -0.32291, -0.87402]],
  "e_homo_ev": -10.596,
  "lumo_ev": -1.630,
  "spin_multiplicity": 1,
  "e_above_lowest_kj_mol": 475.4,
  "gap_ev": 8.97
}



Record 3
{
  "formula": "C5H7N",
  "method": "ωB97M-V/def2-TZVPD",
  "symbols": ["C", "C", "C", "C", "N", "C", "H", "H", "H", "H", "H", "H", "H"],
  "coordinates": [[1.22277, -0.30251, 0.58029], [0.43717, -0.68263, -0.63497], [0.67053, 0.81299, -0.21014], [-0.87071, 0.92060, -0.03512], [-1.57476, -0.19335, 0.78958], [-1.07550, -0.43522, -0.52471], [2.28349, -0.45081, 0.39402], [0.92621, -0.45460, 1.61193], [0.81580, -1.41068, -1.34975], [1.29432, 1.67166, -0.49214], [-1.39004, 1.83579, -0.32859], [-0.98232, -0.60537, 1.51506], [-1.75696, -0.70588, -1.31544]],
  "e_homo_ev": -8.644,
  "lumo_ev": 1.182,
  "spin_multiplicity": 1,
  "e_above_lowest_kj_mol": 375.4,
  "gap_ev": 9.83
}



Record 4
{
  "formula": "C4H8N2O",
  "method": "ωB97M-V/def2-TZVPD",
  "symbols": ["N", "C", "O", "C", "N", "C", "C", "H", "H", "H", "H", "H", "H", "H", "H"],
  "coordinates": [[-1.47716, -0.49803, 0.12879], [-0.76024, -1.15669, 1.03765], [-1.07394, -2.01568, 1.85196], [0.73257, -0.75046, 1.03268], [0.91307, 0.30721, 0.05371], [0.48834, 1.66432, -0.26822], [0.96379, 0.59950, -1.18469], [-2.44797, -0.79244, 0.21417], [-1.05631, -0.05392, -1.32875], [1.06065, -0.43205, 2.03173], [1.33780, -1.60703, 0.72721], [-0.58955, 1.81218, -0.26136], [1.13731, 2.48065, 0.05451], [-0.68394, 0.21608, -2.01256], [1.45557, 0.22637, -2.07683]],
  "e_homo_ev": -8.481,
  "lumo_ev": 0.030,
  "spin_multiplicity": 1,
  "e_above_lowest_kj_mol": 580.9,
  "gap_ev": 8.51
}



Record 5
{
  "formula": "C5H7N",
  "method": "ωB97M-V/def2-TZVPD",
  "symbols": ["C", "C", "C", "C", "C", "N", "H", "H", "H", "H", "H", "H", "H"],
  "coordinates": [[-1.45163, 0.78811, 0.53056], [-1.56123, -0.70952, 0.31049], [-0.24188, -1.03976, -0.41348], [0.24578, 0.32679, -0.24209], [1.58382, 0.87850, 0.01304], [-0.57868, 1.37063, -0.23902], [-1.54354, -1.19810, 1.36285], [-2.50302, -0.94035, -0.16086], [0.47037, -1.58338, 0.13386], [-0.12785, -1.16053, -1.51968], [1.50410, 1.52946, 0.90729], [1.74075, 1.51215, -0.88863], [2.46301, 0.22603, 0.20567]],
  "e_homo_ev": [-7.376, -7.376],
  "lumo_ev": [0.495, 0.494],
  "spin_multiplicity": 1,
  "e_above_lowest_kj_mol": 470.1,
  "gap_ev": [7.87, 7.87]
}



Record 6
{
  "formula": "C24H24CrIN4O7",
  "method": "ωB97M-V/def2-TZVPD",
  "symbols": ["Cr", "C", "C", "N", "N", "C", "O", "C", "C", "C", "C", "C", "C", "C", "C", "C", "C", "C", "N", "H", "H", "H", "H", "H", "H", "H", "H", "H", "H", "H", "H", "O", "C", "O", "C", "C", "C", "C", "C", "O", "C", "C", "O", "O", "H", "H", "H", "H", "H", "H", "H", "H", "N", "C", "O", "C", "I", "H", "H", "H", "H"],
  "coordinates": [[0.25181, 1.39499, 0.34975], [1.13767, 2.14230, 4.63010], [0.61473, 2.12423, 3.24862], [0.92893, 1.18141, 2.35069], [1.86680, 0.26408, 2.59285], [1.98293, -0.52567, 1.51769], [1.39333, -0.39877, 0.34995], [2.85802, -1.77563, 1.82734], [4.06443, -1.65410, 2.56821], [4.99420, -2.68195, 2.63655], [4.85836, -3.79892, 1.79487], [3.71185, -3.86380, 1.02474], [2.73657, -2.84894, 0.99939], [-0.41328, 3.04740, 2.75122], [-0.71867, 4.28058, 3.34565], [-1.51797, 5.21143, 2.74964], [-2.01069, 4.90058, 1.47624], [-1.64615, 3.70721, 0.82667], [-0.96442, 2.78072, 1.50237], [2.15338, 1.77394, 4.68452], [0.52318, 1.41889, 5.25131], [1.15358, 3.14884, 5.09786], [4.21029, -0.79339, 3.17701], [5.74303, -2.66062, 3.45994], [5.68853, -4.52662, 1.69679], [3.41835, -4.79002, 0.56590], [1.92616, -2.96447, 0.34282], [-0.17328, 4.47122, 4.25585], [-1.74235, 6.22099, 3.16012], [-2.68246, 5.53528, 1.01317], [-1.99379, 3.49939, -0.19866], [-3.70736, -1.62221, -1.93112], [-1.65929, -0.66860, -0.99186], [-1.35148, 0.07600, -0.07853], [-1.09992, -0.63152, -2.47079], [0.30839, -1.24530, -2.77903], [0.45473, -1.46331, -4.29573], [0.67442, -0.03464, -4.90533], [0.52249, 0.81671, -3.61079], [1.21111, -0.03176, -2.55590], [-0.91584, 0.81885, -3.03431], [-1.11958, 2.01348, -2.04363], [-2.30113, 2.42410, -1.96300], [-0.10939, 2.41864, -1.31818], [-1.78546, -1.13449, -3.14737], [0.57997, -2.09469, -2.12570], [1.37855, -2.01901, -4.53251], [-0.37117, -1.95484, -4.77443], [1.74342, 0.08888, -5.30683], [-0.07062, 0.26274, -5.71049], [0.97717, 1.76882, -3.65008], [-1.59682, 1.03316, -3.84406], [-3.69220, -3.86103, -0.51987], [-2.63441, -3.04342, -0.23698], [-1.65177, -3.37431, 0.41870], [-2.90795, -1.57908, -0.76308], [-7.15818, -0.12833, -1.66066], [-3.59766, -4.78363, -0.13429], [-4.36630, -3.66816, -1.24821], [-3.56637, -1.10613, -0.00038], [-4.54045, -1.09750, -1.83472]],
  "e_homo_ev": [-5.949, -5.949],
  "lumo_ev": [-3.392, -2.574],
  "spin_multiplicity": 4,
  "e_above_lowest_kj_mol": 455.3,
  "gap_ev": [2.56, 3.38]
}



Record 7
{
  "formula": "C17H17BN8O6Pd",
  "method": "ωB97M-V/def2-TZVPD",
  "symbols": ["H", "N", "B", "N", "C", "Pd", "H", "C", "H", "C", "H", "C", "H", "H", "H", "N", "N", "N", "N", "C", "C", "H", "H", "C", "C", "C", "C", "H", "H", "H", "H", "H", "O", "C", "O", "C", "C", "C", "C", "C", "C", "N", "O", "O", "N", "O", "O", "H", "H", "H"],
  "coordinates": [[1.69238, -1.83117, -0.77041], [0.86353, -0.28977, -1.95435], [-0.32486, 1.16390, -3.67638], [0.47293, -0.10562, -3.22965], [0.82975, -1.20968, -3.90042], [-0.19970, 1.56236, -0.35155], [0.61552, -1.25869, -4.95756], [1.41507, -2.10861, -3.01234], [1.80713, -3.08323, -3.24209], [1.42514, -1.48826, -1.76474], [-0.49421, 1.21049, -4.85732], [-1.09363, 2.67639, 0.93478], [-0.52646, 2.58979, 1.87238], [-2.11613, 2.30168, 1.01686], [-1.02181, 3.69778, 0.52986], [0.38974, 2.44296, -3.15855], [-1.71341, 1.11144, -2.94605], [0.60688, 2.61912, -1.79271], [-1.73798, 1.05751, -1.57531], [1.09163, 3.36853, -3.83798], [-2.97822, 1.05741, -3.40848], [0.99848, 3.41998, -4.91316], [-3.20291, 1.14637, -4.46414], [1.78944, 4.16503, -2.91721], [-3.83192, 0.97058, -2.31331], [1.47322, 3.65561, -1.64467], [-3.02623, 0.96390, -1.16982], [2.41760, 4.99406, -3.15858], [-4.89655, 0.91818, -2.31089], [1.84579, 3.92394, -0.67022], [-3.25330, 0.87455, -0.11873], [0.95508, 0.54843, -1.33268], [-0.67457, -0.25554, 0.88903], [0.45835, -0.56062, 1.43201], [1.56892, -0.10046, 1.05587], [0.45944, -1.54924, 2.62307], [1.64373, -2.20470, 3.00339], [1.70401, -2.97457, 4.19247], [0.58674, -3.10575, 5.02630], [-0.60620, -2.49696, 4.62411], [-0.68166, -1.76523, 3.41100], [-1.74273, -2.54428, 5.51245], [-1.60581, -3.12533, 6.61128], [-2.80832, -1.99872, 5.16027], [2.94948, -3.58690, 4.58608], [3.93312, -3.47115, 3.82568], [2.99664, -4.20412, 5.67221], [2.53777, -2.12119, 2.39143], [0.64840, -3.65005, 5.96496], [-1.63930, -1.35018, 3.11377]],
  "e_homo_ev": [-6.693, -9.095],
  "lumo_ev": [-1.069, -1.067],
  "spin_multiplicity": 3,
  "e_above_lowest_kj_mol": 55.7,
  "gap_ev": [5.62, 8.03]
}



Record 8
{
  "formula": "C2H5N",
  "method": "ωB97M-V/def2-TZVPD",
  "symbols": ["C", "C", "N", "H", "H", "H", "H", "H"],
  "coordinates": [[-0.31381, 0.57225, 0.40376], [0.44221, -0.60852, 0.05454], [0.09711, 0.36571, -0.96105], [-1.32113, 0.50362, 0.56990], [0.30493, 1.29385, 0.92488], [0.07007, -1.64690, 0.15647], [1.44699, -0.58098, 0.36920], [-0.72637, 0.10098, -1.51768]],
  "e_homo_ev": -9.463,
  "lumo_ev": 1.309,
  "spin_multiplicity": 1,
  "e_above_lowest_kj_mol": 96.9,
  "gap_ev": 10.77
}



Record 9
{
  "formula": "C5H10NO2",
  "method": "ωB97M-V/def2-TZVPD",
  "symbols": ["C", "C", "C", "C", "O", "N", "C", "O", "H", "H", "H", "H", "H", "H", "H", "H", "H", "H"],
  "coordinates": [[-0.55089, -1.45778, 0.06919], [0.46410, -0.29237, -0.15397], [0.62782, 0.64279, 1.06065], [1.48256, -0.02944, 2.11382], [2.44853, 0.49242, 2.61563], [0.11059, 0.34934, -1.40519], [-1.39694, 0.86292, -1.69566], [-1.38578, 1.83717, -2.55129], [-1.54527, -1.07652, -0.14659], [-0.25446, -2.28293, -0.55032], [-0.49995, -1.66837, 1.15358], [1.46250, -0.69270, -0.43888], [-0.32931, 0.91785, 1.51012], [1.09871, 1.52548, 0.65587], [1.13326, -1.03955, 2.37857], [0.74239, 0.93162, -1.94023], [-1.71020, 1.07505, -0.65863], [-1.89767, -0.09499, -2.01669]],
  "e_homo_ev": -2.699,
  "charge": -1,
  "lumo_ev": 3.528,
  "spin_multiplicity": 1,
  "e_above_lowest_kj_mol": 313.3,
  "gap_ev": 6.23
}